# 1
This record from OMol25 describes a molecular structure, C10H14BEuN7O2 at a distorted geometry. The level of theory is ωB97M-V/def2-TZVPD.

Element x y z (Å)
Eu 1.85771 -0.42253 0.13418
O 4.27611 0.20665 -0.26857
O 3.72803 -1.86689 -0.24275
N -1.42767 -1.24834 -0.71060
N 4.66240 -0.99542 -0.35449
N -1.51215 0.77728 0.67739
N 0.35597 -1.19609 1.87465
N -0.22889 1.25757 0.41189
N -0.09916 -1.09396 -1.14689
N -1.01649 -1.43039 1.83966
C -1.33241 -2.33440 2.79000
C -1.36982 -1.87306 -2.84860
C -1.66403 2.99142 0.61314
C -2.37283 1.80165 0.79152
C 2.48531 3.41855 -2.28780
C 0.86577 -1.95702 2.87157
C -0.09196 -1.44234 -2.45650
C -0.16132 -2.71380 3.46263
C -0.33110 2.60176 0.37964
C -2.17686 -1.71570 -1.71934
B -1.85096 -0.74664 0.70927
H 2.98195 4.12274 -1.62182
H -3.41241 1.60213 0.99412
H 1.93018 -1.91715 3.08199
H 0.53278 3.22502 0.19743
H -2.35550 -2.66195 2.91276
H -1.66430 -2.24534 -3.81217
H -3.01477 -0.91674 0.88385
H 1.81585 3.89933 -3.00387
H -3.22678 -1.90244 -1.56404
H -2.05649 3.99098 0.65136
H -0.03628 -3.43836 4.24739
H 3.23048 2.81821 -2.80514
H 0.81986 -1.34912 -3.03730
H 1.85980 2.75439 -1.64457

Summary:
spin multiplicity: 8
energy relative to the best compared isomer or geometry (same formula, charge and spin): 0.4741 eV
LUMO level (spin up / spin down): -9.94 / -11.60 eV
HOMO energy (spin up / spin down): -16.098 / -16.046 eV
HOMO-LUMO gap (spin up / spin down): 0.22646 / 0.16330 Ha
total charge: +2

# 2
This record from OMol25 describes a molecular structure, C10H14BF4Zr. The level of theory is ωB97M-V/def2-TZVPD.

Element x y z (Å)
Zr 0.96259 -0.57590 0.47749
F 3.06119 -0.01090 4.04648
F 2.90207 0.01233 1.68317
F 1.68288 -2.16068 -0.09195
F 1.10626 -0.48243 2.79356
C -1.07200 0.91058 0.04192
C -1.18095 -1.86754 -0.26673
C -2.00899 -2.16899 2.11162
C -0.74010 -1.06313 -1.32641
C -0.18020 2.57609 -2.37072
C 0.27680 1.14672 -2.10375
C -0.61012 0.33924 -1.17241
C -1.54659 -1.31461 0.98384
C -1.50644 0.10641 1.09555
C 1.65724 1.10236 -1.39718
B 2.44816 -0.14759 2.96399
H -1.19787 -2.94639 -0.39426
H -0.17443 3.19982 -1.47432
H 0.48978 3.04088 -3.09390
H 1.68185 1.68222 -0.44704
H 0.37134 0.60494 -3.04740
H -0.40726 -1.53467 -2.24793
H -3.09494 -2.29692 1.99720
H -1.80900 0.56836 2.03177
H 2.07611 0.05371 -1.31413
H -1.18257 2.58567 -2.79866
H -1.85016 -1.70686 3.08527
H -1.02452 1.98793 0.17708
H 2.44617 1.52838 -2.02775
H -1.57630 -3.16900 2.08562

Summary:
spin multiplicity: 1
energy relative to the best compared isomer or geometry (same formula, charge and spin): 0.0566 eV
LUMO level: -13.82 eV
HOMO energy: -22.607 eV
HOMO-LUMO gap: 0.32299 Ha
total charge: +3

# 3
This record from OMol25 describes 3 unconnected molecules or ions with the total composition C10H14ClF6N4O4S at a distorted geometry. The level of theory is ωB97M-V/def2-TZVPD.

Element x y z (Å)
Cl -0.93694 -5.10712 1.26455
S -4.18174 -6.29399 1.26970
F -0.53405 1.27559 0.86966
F 1.46376 6.33484 -4.66059
F -0.70206 0.29061 2.80606
F 2.94877 5.03031 -5.58189
F 3.14525 5.59334 -3.48606
F -0.64008 -0.89984 0.97967
O 1.79503 -0.79131 2.63762
O 0.95072 4.15654 -2.74169
O 2.21306 0.73798 0.97801
O 1.13636 3.06260 -4.75082
N -3.72171 -2.12975 0.49486
N -1.83222 -3.67924 0.94829
N -4.19688 -4.60290 0.92115
N -5.44809 -3.99888 0.68184
C -3.17789 -3.51474 0.80543
C 3.20721 -0.99537 2.79536
C 1.40251 4.01857 -4.02878
C 2.23630 5.23296 -4.43758
C 0.11536 3.09749 -2.25043
C -5.22018 -2.49533 0.44173
C -0.10201 0.19818 1.58425
C 1.42153 0.11462 1.67870
C 3.81963 0.11471 3.62935
C 0.95490 1.91219 -1.81096
H 3.69864 -1.08854 1.82001
H 1.49549 1.47431 -2.65595
H -0.63101 2.81048 -3.00014
H -1.25212 -2.79454 0.82180
H -0.43075 3.49770 -1.38917
H -6.39847 -4.46233 0.66091
H -6.07223 -1.71690 0.21922
H 4.87963 -0.08044 3.81572
H 3.30100 0.20582 4.58900
H 3.33361 -1.95292 3.31239
H -3.80443 -6.99793 0.08609
H 0.32620 1.13632 -1.36466
H 1.70758 2.22381 -1.07982
H 3.73031 1.08312 3.12718

Summary:
spin multiplicity: 1
LUMO level: -4.50 eV
HOMO energy: -12.824 eV
HOMO-LUMO gap: 0.30578 Ha
total charge: +1

# 4
This record from OMol25 describes 2 unconnected molecules or ions with the total composition C10H14ClN at a distorted geometry. The level of theory is ωB97M-V/def2-TZVPD.

Element x y z (Å)
Cl -1.47013 2.03282 0.10155
N 1.59217 -0.96278 0.29284
C 2.87021 -1.22579 0.12880
C -3.26377 -0.34832 -0.13734
C 3.72603 -0.17362 -0.24468
C 1.15875 0.23856 0.18818
C -0.80607 0.39660 2.21155
C 3.20070 1.05894 -0.60942
C -1.76449 -0.65286 -0.08851
C -1.07098 0.45864 0.66116
C -1.27232 -0.62113 -1.62944
C 1.90753 1.35231 -0.23863
H 1.45129 2.28547 -0.60164
H -0.01971 -0.37617 2.22369
H -3.79683 -0.60847 -1.07901
H 3.90032 1.74166 -1.15811
H -0.34166 -1.23307 -1.80148
H -3.37462 0.72315 -0.12040
H -3.73553 -0.78701 0.76975
H -1.56634 -1.59252 0.33757
H -0.28439 1.28403 2.44287
H 4.71445 -0.33450 -0.49113
H 3.27580 -2.20481 0.23105
H -1.71646 0.09160 2.75256
H -2.20000 -0.99738 -2.11360
H -1.11397 0.45465 -2.02816

Summary:
spin multiplicity: 1
energy relative to the best compared isomer or geometry (same formula, charge and spin): 4.0348 eV
LUMO level: 0.83 eV
HOMO energy: -7.993 eV
HOMO-LUMO gap: 0.32441 Ha
total charge: 0

# 5
This record from OMol25 describes C10H14ClOP in the gas phase at a distorted geometry. The level of theory is ωB97M-V/def2-TZVPD.

Element x y z (Å)
Cl -0.67611 2.97205 0.14539
P -0.47178 1.20873 -0.91877
O -3.73551 -0.72904 -0.35754
C 3.17956 0.37388 0.87682
C 1.76665 -0.13307 -1.44053
C -1.37972 0.24395 1.63093
C 3.66042 -0.48671 -0.13013
C 2.98986 -0.66934 -1.30925
C 1.90952 0.99269 0.69044
C -1.50382 0.02369 0.14502
C 1.19827 0.65660 -0.46042
C -1.06009 -1.41077 -0.14580
C -2.89279 0.35520 -0.39683
H -1.82403 -2.08700 -0.07365
H 1.15546 -0.15002 -2.37059
H 1.45996 1.63044 1.44469
H -0.63094 -0.51172 1.92676
H 4.50665 -1.12783 0.18749
H -2.39418 -0.12038 2.05180
H 3.56481 -1.35609 -2.02378
H -4.52389 -0.40529 -0.86420
H -3.26945 1.32633 0.05522
H -0.66343 -1.42207 -1.25773
H -1.16968 1.28831 1.94159
H -0.25141 -1.74478 0.47830
H 3.80483 0.63672 1.72493
H -2.74914 0.64552 -1.55015

Summary:
spin multiplicity: 1
energy relative to the best compared isomer or geometry (same formula, charge and spin): 1.2399 eV
LUMO level: 0.70 eV
HOMO energy: -8.818 eV
HOMO-LUMO gap: 0.34973 Ha
total charge: 0

# 6
This record from OMol25 describes a molecular structure, C10H14DyN2P at a distorted geometry. The level of theory is ωB97M-V/def2-TZVPD.

Element x y z (Å)
Dy -0.11782 0.17285 0.29930
P -0.05894 -2.58223 0.34513
N 0.77942 1.05556 2.22363
N 0.69297 -0.93522 3.38505
C 0.86878 0.42942 3.43575
C -0.33063 2.18078 -1.09497
C -1.20488 1.21409 -1.69387
C 0.99857 1.13632 4.63620
C 1.07783 3.17264 3.30111
C 1.13581 2.52241 4.55587
C 0.84963 2.41334 2.16797
C 0.98255 0.48649 -1.98781
C 1.02606 1.72831 -1.28629
C -0.39806 0.16549 -2.24376
H 0.77371 -1.40087 4.26184
H 1.08907 -3.31874 -0.04691
H -0.75077 -0.66900 -2.83031
H 1.93415 2.25047 -0.97670
H 1.31289 3.11546 5.45589
H 1.02330 0.55303 5.57139
H -1.16784 -3.27844 -0.19859
H 1.20314 -1.44910 2.64657
H 1.84294 -0.04396 -2.38825
H -0.64718 3.05364 -0.52719
H 1.22194 4.26115 3.19034
H 0.77716 2.81291 1.13893
H -2.29779 1.25092 -1.67870
H -0.20640 -2.97471 1.71617

Summary:
spin multiplicity: 6
energy relative to the best compared isomer or geometry (same formula, charge and spin): 0.0000 eV
LUMO level (spin up / spin down): 0.17 / -0.10 eV
HOMO energy (spin up / spin down): -6.605 / -3.767 eV
HOMO-LUMO gap (spin up / spin down): 0.24909 / 0.13486 Ha
total charge: 0

# 7
This record from OMol25 describes a gas-phase ion, C10H14INP (charge +1) at a distorted geometry. The level of theory is ωB97M-V/def2-TZVPD.

Element x y z (Å)
I 5.88142 -0.20347 -0.10035
P -0.31774 -1.30294 -1.10912
N -0.24102 0.39720 -0.22099
C 0.75939 -2.34927 0.00744
C 3.80922 0.35270 -0.08215
C -2.12412 1.44703 0.10110
C 1.13840 0.60934 -0.07213
C -1.08858 1.51688 -0.99208
C 1.74638 0.43289 1.19016
C 3.21571 0.67098 -1.24429
C -1.14793 0.64251 0.99007
C 1.86517 0.79958 -1.23311
C 3.09429 0.23575 1.14942
H -1.70429 -0.17144 1.37383
H -1.30964 1.03675 -1.96589
H 1.78844 -2.52523 -0.29643
H -2.36733 2.46692 0.47488
H 3.75982 0.94287 -2.06546
H -1.61572 -1.79497 -0.57766
H 0.82107 -2.10036 1.01632
H 1.10382 0.15779 2.00796
H -0.55818 2.47019 -1.11118
H 1.33576 1.00175 -2.07270
H 3.63351 0.11246 2.00994
H -3.08099 0.86710 -0.17184
H -0.61930 1.09934 1.89002
H 0.32998 -3.26897 -0.21026

Summary:
spin multiplicity: 1
energy relative to the best compared isomer or geometry (same formula, charge and spin): 0.0000 eV
LUMO level: -3.31 eV
HOMO energy: -11.950 eV
HOMO-LUMO gap: 0.31762 Ha
total charge: +1

# 8
This record from OMol25 describes 2 unconnected molecules or ions with the total composition C10H14IPS at a distorted geometry. The level of theory is ωB97M-V/def2-TZVPD.

Element x y z (Å)
I -0.23262 3.34328 0.83090
S 2.06965 0.82636 2.28957
P 0.62670 0.92320 0.99828
C -0.60468 -1.26445 2.11307
C 1.40345 0.67939 -1.43136
C -2.86602 -2.00585 1.67238
C -1.64708 -2.13318 2.26118
C 0.16003 0.84212 -2.08950
C 1.94104 -0.68229 -1.29614
C -3.10073 -0.85877 0.87299
C -2.04774 0.04984 0.75204
C 2.36354 1.81096 -1.44544
C -0.80195 -0.13154 1.31720
H 1.11351 -1.37218 -1.26398
H 3.11969 1.71144 -0.64455
H -3.56332 -2.83645 1.89171
H 2.71176 -0.86437 -2.01541
H 1.95831 2.79681 -1.41058
H -0.35625 1.51461 -1.38593
H 2.94256 1.56312 -2.36010
H -4.13893 -0.65450 0.56060
H 2.52634 -0.81628 -0.34268
H -2.29800 0.81354 -0.01263
H 0.28619 -1.50318 2.58973
H -0.41088 -0.03200 -2.37829
H 0.43413 1.21623 -2.98756
H -1.58870 -2.93585 2.91449

Summary:
spin multiplicity: 3
LUMO level (spin up / spin down): -0.58 / -2.49 eV
HOMO energy (spin up / spin down): -5.723 / -9.069 eV
HOMO-LUMO gap (spin up / spin down): 0.18913 / 0.24166 Ha
total charge: 0

# 9
This record from OMol25 describes 2 unconnected molecules or ions with the total composition C10H14N2O3 at a distorted geometry. The level of theory is ωB97M-V/def2-TZVPD.

Element x y z (Å)
O 3.84402 0.44155 -0.18604
O 0.17835 -0.19885 2.30958
O -0.16028 -2.26990 -1.84952
N 2.65359 0.63500 -0.68248
N 0.16065 -1.11979 0.18132
C -0.62490 -1.45912 -0.99117
C -1.76792 0.15437 0.97639
C 1.97032 1.76076 -0.12205
C -1.84131 -0.89543 -1.11981
C 0.75817 1.99948 -0.91033
C -0.44542 -0.36601 1.20120
C -2.47633 -0.14338 -0.14755
C 1.49825 -1.25764 0.00149
C -3.92854 0.26871 -0.29877
C 2.41553 -1.54577 1.18969
H 3.31777 -0.95247 1.16096
H 1.99855 -1.35189 2.19728
H -4.22629 -0.01952 -1.31256
H 0.70884 3.00484 -1.08486
H 2.70760 2.64646 -0.18841
H -4.02918 1.40433 0.00627
H 0.63314 1.36984 -1.77418
H -0.16132 1.59422 -0.34340
H 1.70635 -1.81316 -0.92073
H -2.24312 0.66172 1.79171
H 1.78819 1.69550 1.08433
H -4.65130 -0.14627 0.48220
H -2.47819 -1.41430 -1.85839
H 2.69480 -2.68328 1.20782

Summary:
spin multiplicity: 1
LUMO level (spin up / spin down): 5.61 / 5.61 eV
HOMO energy (spin up / spin down): 1.369 / 1.701 eV
HOMO-LUMO gap (spin up / spin down): 0.15569 / 0.14371 Ha
total charge: -2

# 10
This record from OMol25 describes 2 unconnected molecules or ions with the total composition C10H14N2OS at a distorted geometry. The level of theory is ωB97M-V/def2-TZVPD.

Element x y z (Å)
S 2.95291 -1.22790 -2.09825
O -0.47545 -2.28371 1.49737
N 1.20629 -0.85776 -0.09679
N 1.74805 1.07878 -1.22237
C 1.91463 -0.26086 -0.97235
C 1.22504 -2.24315 -0.11442
C -2.24913 1.08911 1.20441
C -2.54758 1.39054 -1.15568
C 1.27521 2.00545 -0.06391
C -3.13785 1.10425 0.06482
C -0.31973 1.79242 -0.01555
C 0.82796 -2.76410 1.20653
C -0.98946 1.66842 1.21274
C -1.15057 1.78284 -1.27946
H -2.91673 0.62433 2.00284
H 1.42061 3.06463 -0.47243
H 1.50295 -2.33647 1.90419
H -0.96680 -2.45474 0.76347
H -0.58571 1.45995 -2.24392
H 0.25470 -0.62436 0.34381
H 1.70352 1.90038 0.86414
H -4.22034 0.73376 0.12010
H -2.84304 1.23679 -2.15626
H 0.44460 -2.54730 -0.92230
H 2.24163 -2.52069 -0.54344
H -0.50512 1.58463 2.23959
H 1.07249 -3.94034 1.25167
H 3.11693 1.54510 -1.31855

Summary:
spin multiplicity: 1
energy relative to the best compared isomer or geometry (same formula, charge and spin): 6.0625 eV
LUMO level: 0.01 eV
HOMO energy: -7.754 eV
HOMO-LUMO gap: 0.28520 Ha
total charge: 0

# 11
This record from OMol25 describes a molecular structure, C10H14N2PRh at a distorted geometry. The level of theory is ωB97M-V/def2-TZVPD.

Element x y z (Å)
Rh -0.40123 -0.26565 -1.44805
P -0.67412 -2.50167 -0.01236
N 1.84864 -0.67431 1.19495
N -0.18775 0.28757 0.99576
C -0.11680 1.34772 3.57607
C 1.22962 0.51437 -1.97122
C 0.84394 -0.00040 1.80574
C 0.87615 0.49447 3.11977
C -0.83496 -0.44910 -3.40580
C 0.18490 1.35484 -2.32589
C -0.83620 0.91510 -3.22701
C 0.30320 -1.19967 -2.97645
C -1.11366 1.16811 1.39713
C -1.09684 1.72874 2.66953
H -0.94429 -3.77760 -0.58519
H -1.70030 -0.78303 -4.01165
H -1.86387 2.44776 2.92060
H -1.66352 1.63893 -3.64462
H 1.93031 -0.48599 0.16851
H 2.17167 0.73407 -1.43448
H -0.16269 1.73772 4.59427
H -1.85538 1.45010 0.64100
H 0.03917 2.45291 -2.04607
H 0.54843 -2.81275 0.65288
H -1.53782 -2.45929 1.14266
H 1.68477 0.18328 3.76107
H 0.60369 -2.16633 -3.18642
H 2.72495 -0.87990 1.63526

Summary:
spin multiplicity: 5
energy relative to the best compared isomer or geometry (same formula, charge and spin): 2.5739 eV
LUMO level (spin up / spin down): -0.23 / -1.62 eV
HOMO energy (spin up / spin down): -3.247 / -7.022 eV
HOMO-LUMO gap (spin up / spin down): 0.11098 / 0.19842 Ha
total charge: 0

# 12
This record from OMol25 describes a molecular structure, C10H14N2PSn at a distorted geometry. The level of theory is ωB97M-V/def2-TZVPD.

Element x y z (Å)
Sn -0.17437 0.02927 0.00756
P -0.63648 2.57992 0.39273
N -2.04411 -1.50566 2.04111
N -0.06926 -0.36815 2.21762
C 1.46090 -0.82870 -1.65714
C -0.59612 -1.91760 -1.46982
C 0.78894 0.40177 2.92541
C 0.75015 0.43090 4.30517
C 0.47570 -0.04851 -2.37038
C -0.24838 -0.27374 4.99251
C -1.22131 -0.95286 4.25861
C -0.79597 -0.72068 -2.25221
C -1.11578 -0.95127 2.84776
C 0.80340 -1.98827 -1.11859
H 1.50181 1.00500 4.84220
H 0.68313 0.81695 -3.00104
H -1.61491 2.64608 1.42235
H 0.55413 3.22480 0.83344
H -1.72999 -0.40913 -2.72826
H -2.05217 -1.51366 4.68754
H -0.27559 -0.30114 6.08445
H -1.98278 -1.38635 1.02371
H 1.47815 0.98394 2.31978
H -1.34726 -2.68847 -1.26867
H 2.53880 -0.64095 -1.65400
H -2.83345 -2.01566 2.41520
H 1.29611 -2.84050 -0.64445
H -1.14161 3.17655 -0.80079

Summary:
spin multiplicity: 1
energy relative to the best compared isomer or geometry (same formula, charge and spin): 0.0000 eV
LUMO level: -3.49 eV
HOMO energy: -10.288 eV
HOMO-LUMO gap: 0.24971 Ha
total charge: +1